[1]
Here is a structure of composition C39H25F12MnN4OSb from the Open Molecules 2025 dataset. Energies are from ωB97M-V/def2-TZVPD.

Geometry as XYZ:
```
83
C39H25F12MnN4OSb ωB97M-V/def2-TZVPD
Sb 2.8751 0.8271 -0.7657
Mn -0.2603 -0.6538 -0.0555
F -0.8220 -3.4997 2.6648
F 2.5492 -5.3618 -1.6539
F -1.7492 -5.1175 -1.0301
F -1.6572 -1.5834 2.1238
F -0.4611 -5.2565 0.6739
F 0.4490 3.1113 -6.0854
F -2.8824 -1.2906 -0.0909
F -3.0930 -2.9176 -1.4858
F 8.7585 0.8775 -2.9587
F -2.5884 -5.4218 0.9230
F -2.9471 -3.2659 2.5526
F -4.1501 -2.9778 0.3717
O -0.6508 -2.6357 -0.0943
N 0.9243 -0.4045 1.5778
N -1.1640 0.0510 -1.8712
N -0.3237 1.2937 0.1482
N -0.8111 2.0802 -0.7927
C 2.0349 1.5252 -2.6463
C 0.9756 2.5962 -4.9550
C -1.6282 -4.7790 0.2522
C 0.0297 1.7804 1.3720
C -1.7057 -3.2403 0.4467
C -1.7980 -2.9259 1.9731
C 1.7871 0.7119 -3.7424
C 4.1520 -1.4271 3.0506
C 1.9732 -1.1842 2.0110
C 1.5448 -3.2478 -1.8776
C 1.2332 3.4349 -3.8850
C 7.4921 0.8771 -2.4947
C 2.6103 -4.0293 -1.4735
C 3.8118 -2.1094 -0.7350
C -2.9954 -2.6421 -0.1911
C -1.2452 1.4270 -1.8683
C 3.7480 -3.4790 -0.9088
C 0.9984 1.1462 3.5101
C 0.7392 2.4207 3.9797
C 1.2468 1.2413 -4.9015
C 0.1624 3.3817 3.1548
C -2.1063 0.0295 -4.0721
C 3.1219 -0.6231 2.6098
C 4.9069 0.8711 -1.5476
C 1.7560 2.8842 -2.7291
C 5.2012 0.3157 -2.7834
C 1.9666 -2.5709 1.7877
C 6.4943 0.3140 -3.2700
C 2.7602 -1.2980 -1.1340
C -2.1763 1.4289 -4.0869
C 4.0848 -2.8044 2.8953
C 1.6263 -1.8736 -1.6938
C 0.6887 0.8063 2.1886
C 2.9963 -3.3661 2.2433
C -1.6098 -0.5960 -2.9496
C -0.2018 3.0706 1.8581
C 5.9239 1.4351 -0.7946
C 7.2267 1.4422 -1.2605
C -1.7623 2.1255 -2.9839
H 4.4107 -0.1240 -3.3763
H 0.8232 -1.2427 -2.0767
H -0.0207 4.3723 3.5433
H 3.1958 0.4518 2.7209
H 4.8854 -3.4266 3.2635
H 4.6933 -1.6636 -0.2919
H 2.0139 -0.3458 -3.7084
H -1.8073 3.2004 -2.9327
H -1.5550 -1.6763 -2.9173
H -2.4438 -0.5537 -4.9142
H 1.0320 4.4920 -3.9664
H 0.9972 2.6667 4.9996
H 1.9592 3.5230 -1.8783
H 2.9448 -4.4341 2.0904
H 6.7370 -0.1142 -4.2308
H 0.6750 -3.7058 -2.3211
H 5.6948 1.8730 0.1675
H 1.0426 0.6165 -5.7564
H -0.6838 3.7910 1.2149
H 1.1420 -3.0125 1.2502
H -2.5397 1.9421 -4.9655
H 5.0134 -0.9733 3.5242
H 4.5627 -4.1201 -0.6134
H 1.4241 0.4041 4.1678
H 8.0298 1.8745 -0.6850
```

Values from the calculation:
* 2S+1: 6
* F_max: 3.256 eV/A
* <S²>: 9.133
* gap between HOMO and LUMO (spin up / spin down): 5.0 / 5.7 eV
* LUMO (spin up / spin down): -2.1 / -2.0 eV

[2]
Here is a structure of composition C39H55BCl5N3P2Pb from the Open Molecules 2025 dataset. Energies are from ωB97M-V/def2-TZVPD.

Geometry as XYZ:
```
106
C39H55BCl5N3P2Pb ωB97M-V/def2-TZVPD
Pb 0.0935 -0.7498 -1.4823
Cl 3.1335 -6.7721 -0.6111
Cl 4.3229 -4.7262 -2.4901
Cl 3.0947 -1.8906 -2.8313
Cl -0.8512 -3.2932 0.5805
Cl 0.2936 -6.1904 0.8609
P -2.1294 2.0092 -1.4252
P 3.2003 0.0284 1.6099
N 2.0884 1.0578 -1.8258
N -1.4887 0.5382 0.9452
N 0.4299 -0.0959 2.0257
C 2.9151 -4.3039 -1.6688
C 4.6662 2.4201 1.4143
C -1.4416 -4.0705 -3.7171
C 4.4273 -1.1466 2.4951
C 1.7403 -0.6437 2.4631
C -3.9110 -4.8229 -2.7158
C -2.1630 3.5854 -0.5174
C -2.5351 0.7485 -0.0599
C -3.2359 0.3653 -3.3166
C -1.5987 4.6484 -1.4332
C -2.7693 1.2325 3.0202
C 2.2362 2.6154 1.9831
C 5.9307 -0.6992 2.4425
C 0.5450 -3.7395 -0.3051
C 1.1140 -4.9935 -0.1209
C -4.9934 1.3494 -1.8356
C 4.4451 -2.4717 1.6348
C 2.2950 -3.1130 -1.7971
C -2.7872 -5.4754 -2.3354
C 2.3156 -5.2164 -0.7660
C 2.7751 1.8832 -2.1921
C -0.5673 0.3599 2.9704
C 4.2000 -1.6386 3.9729
C 1.1262 -2.7967 -1.1341
C -1.5357 -5.1076 -2.8136
C 3.4694 1.7658 2.2362
C -3.7948 2.9023 -3.5007
C -3.8346 -3.7384 -3.6419
C -2.5898 -3.3669 -4.1459
C -1.4795 1.0399 5.0698
C -2.6838 1.3710 4.3964
C 3.8529 1.9087 3.7648
C -3.6208 1.6646 -2.5012
C -1.1466 3.4974 0.6795
C -3.5495 3.9468 0.0040
C -5.1458 -3.0059 -3.9439
C -1.7122 0.7271 2.2904
C 3.4493 3.0944 -2.7336
C -0.3967 0.5784 4.3257
B -0.2196 -0.0388 0.7384
H -0.5790 4.3174 -1.8268
H 1.2738 2.2710 2.4458
H 2.1067 2.6478 0.9165
H -4.3498 2.4235 -4.3740
H 4.8997 1.5710 3.8735
H 3.2441 1.3468 4.5132
H -4.8100 -4.9720 -2.1955
H 2.6390 3.7876 -2.8184
H 3.4841 -2.4447 3.9978
H 3.8377 2.8413 -3.7195
H -2.1910 4.8153 -2.4004
H -2.9085 -6.2924 -1.6317
H 3.7802 3.0092 3.9946
H -3.4365 0.9277 0.5242
H -3.7243 1.5682 2.5110
H 1.7217 -1.7512 2.2254
H -5.6338 1.0989 -2.7074
H -4.8802 -2.2054 -4.6650
H -5.5336 -2.7094 -3.0219
H 6.3267 -0.3276 1.4867
H 6.2273 0.0235 3.1816
H -2.7790 -0.2099 -0.5540
H 3.8605 -0.7848 4.5580
H 4.5644 2.2796 0.3457
H -3.4707 1.8403 4.9364
H 4.6476 3.5181 1.5845
H -3.1713 -0.5552 -2.7704
H -5.9114 -3.7647 -4.3693
H -3.8464 3.1211 0.6282
H -4.2331 4.0360 -0.8721
H 5.6260 1.9958 1.7410
H -0.2426 2.7909 0.6772
H -3.4976 4.8574 0.6102
H -2.2351 0.4166 -3.7018
H 4.9546 -2.1791 0.7119
H -4.3698 3.6138 -2.9670
H -1.6184 3.1285 1.5934
H -2.8629 3.3387 -3.8925
H -1.4443 1.2380 6.1297
H -0.6617 -5.6102 -2.4683
H -0.7046 4.4551 0.9096
H 6.4621 -1.6156 2.7428
H -4.9478 0.5174 -1.1598
H 4.9233 -3.2739 2.1246
H 3.4307 -2.8222 1.4622
H 0.5194 0.3384 4.8693
H 4.2172 3.3753 -2.0189
H -3.9803 0.2680 -4.0885
H -1.5157 5.5578 -0.8934
H -2.4877 -2.5366 -4.8809
H 1.8521 -0.6735 3.5533
H -5.5252 2.2051 -1.5070
H -0.5055 -3.7132 -4.0945
H 2.3743 3.6018 2.2999
H 5.1057 -1.9320 4.3889
```

Values from the calculation:
* F_max: 3.318 eV/A
* energy relative to the best compared isomer or geometry (same formula, charge and spin): 145.7 kJ/mol
* gap between HOMO and LUMO: 7.4 eV
* LUMO: 0.2 eV

no.,molecular weight (g mol⁻¹)
1,970.33
2,1023.11